Here is a molecular structure, C6H12BrN2W from the Open Molecules 2025 dataset. Energies are from ωB97M-V/def2-TZVPD.

Geometry (Å):
1 C 2.95 -1.55 0.22
2 W 1.09 -0.01 -0.65
3 N 0.67 -0.18 -2.70
4 H 1.87 1.50 -0.41
5 H 2.06 -2.11 0.49
6 H 3.50 -1.38 1.16
7 H 2.89 -0.55 -0.31
8 H 3.57 -2.22 -0.40
9 H 0.34 0.70 -3.11
10 H -0.04 -0.87 -2.94
11 H 1.50 -0.43 -3.24
12 Br -2.06 3.71 1.51
13 C -1.84 1.84 1.26
14 C -2.96 1.00 1.19
15 C -2.74 -0.37 1.04
16 C -1.44 -0.84 0.83
17 N -0.42 0.05 0.61
18 C -0.56 1.33 1.10
19 H -3.96 1.42 1.28
20 H -3.58 -1.08 1.04
21 H -1.19 -1.90 0.78
22 H 0.34 1.92 1.25

Output
* HOMO-LUMO gap (alpha / beta): 6.350 / 6.604 eV
* ⟨S²⟩: 2.048
* total charge: +1
* electronic energy: -81253.1504 eV
* spin multiplicity: 3
* strongest force on any atom: 1.99 eV Å⁻¹
* HOMO (alpha / beta): -9.99 / -10.56 eV
* energy above the lowest of the compared OMol25 structures with the same formula, charge and spin: 0.000 eV